1.
83
Properties=species:S:1:pos:R:3 method="wB97M-V/def2-TZVPD" total_charge=0 lumo_energy_ev=-1.676 mol_weight_g_mol=870.43
C -1.74 -3.04 5.11
C -1.60 -1.92 4.70
C -1.34 -0.60 4.06
C -0.28 -0.83 2.90
C -0.59 0.24 1.83
C 0.54 0.57 0.77
C 1.91 0.47 1.45
C 2.64 -0.89 1.55
C 3.91 -0.67 2.39
F 4.57 -1.86 2.40
F 4.76 0.20 1.84
F 3.66 -0.39 3.67
C 0.19 -0.40 -0.41
C 0.15 -1.92 -0.10
C -1.32 -2.45 -0.03
C -1.38 -3.99 -0.23
C -2.68 -4.56 0.41
S -4.19 -4.07 -0.47
O -5.26 -4.90 -0.02
O -3.97 -4.20 -1.88
Cl -4.65 -2.12 0.04
C 0.91 -0.16 -1.79
C 2.45 -0.40 -1.77
N 2.83 -1.83 -1.82
N 0.46 -1.02 -2.89
C -0.97 -1.23 -3.09
C -1.31 -1.23 -4.61
C 0.52 1.31 -2.18
C 0.84 2.35 -1.06
C 2.36 2.66 -1.13
C 3.01 2.84 -2.30
C 0.24 3.70 -1.57
C -1.29 3.73 -1.71
O -1.88 4.73 -1.96
N 0.25 2.00 0.27
C 0.29 3.08 1.26
I 2.09 3.92 2.11
C -0.81 3.66 1.74
C -0.82 4.82 2.73
I -2.78 3.03 1.22
H -1.88 -4.09 5.30
H -2.26 -0.16 3.63
H -0.91 0.05 4.83
H 0.69 -0.75 3.41
H -0.48 -1.86 2.59
H -1.50 -0.11 1.32
H -0.91 1.11 2.41
H 2.68 1.18 1.08
H 1.77 0.81 2.49
H 3.00 -1.33 0.62
H 2.10 -1.68 2.09
H -0.86 -0.14 -0.64
H 0.62 -2.54 -0.88
H 0.61 -2.26 0.84
H -2.00 -1.91 -0.71
H -1.73 -2.28 0.99
H -0.55 -4.47 0.30
H -1.39 -4.23 -1.30
H -2.63 -5.65 0.51
H -2.77 -4.14 1.42
H 2.97 0.11 -0.95
H 2.83 0.07 -2.70
H 3.81 -1.87 -1.54
H 2.82 -2.10 -2.80
H 0.88 -0.64 -3.73
H -1.24 -2.24 -2.74
H -1.67 -0.54 -2.59
H -0.86 -2.11 -5.09
H -0.97 -0.27 -5.03
H -2.41 -1.30 -4.70
H -0.58 1.29 -2.23
H 0.85 1.62 -3.17
H 3.04 2.73 -0.28
H 2.89 2.17 -3.15
H 3.64 3.73 -2.35
H 0.56 4.56 -0.95
H 0.64 3.94 -2.57
H -1.91 2.79 -1.57
H -0.76 1.88 0.03
H -0.27 5.69 2.35
H -1.84 5.15 2.96
H -0.39 4.47 3.68
Cl -3.33 6.69 -2.68

=====

2.
81
Properties=species:S:1:pos:R:3 method="wB97M-V/def2-TZVPD" multiplicity=6 total_charge=0 relative_energy_kj_mol=0.00 lumo_energy_ev="0.005 / 0.006" s_squared=8.759 mol_weight_g_mol=755.46
C 2.80 -2.81 -2.89
C 2.28 -1.85 -3.91
H 2.51 -3.84 -3.15
H 2.41 -2.57 -1.89
H 3.90 -2.78 -2.87
C 2.14 -2.16 -5.21
C 2.30 -3.51 -5.79
H 1.92 -1.38 -5.95
H 1.83 -4.28 -5.16
H 3.36 -3.78 -5.95
H 1.83 -3.54 -6.78
Sm 0.85 0.12 2.47
Cl 2.61 1.44 3.85
Cl 2.34 0.98 0.45
C 0.12 3.16 1.62
O -0.44 2.13 2.11
N -0.54 4.10 0.94
C -1.96 3.91 0.67
C 0.15 5.21 0.31
H 1.20 3.30 1.66
H -2.48 3.62 1.59
H -2.12 3.15 -0.11
H -2.35 4.87 0.31
H 1.02 5.52 0.90
H -0.53 6.06 0.22
H 0.50 4.98 -0.71
H -0.62 -5.21 3.15
H -0.10 -3.55 0.34
C -1.59 -4.97 2.70
C -1.14 -3.88 0.50
N -1.51 -3.75 1.90
H -2.31 -4.82 3.52
C -1.50 -2.61 2.59
O -1.08 -1.49 2.22
H -1.79 -3.28 -0.15
H -1.89 -2.73 3.62
H -1.91 -5.80 2.08
H -1.21 -4.93 0.22
O 1.00 -0.68 -2.24
C 1.87 -0.47 -3.36
C 0.08 0.00 -5.12
C 1.28 0.37 -4.50
H -0.44 -0.89 -4.76
C -0.42 0.77 -6.16
H 2.77 0.05 -2.96
C 2.00 1.49 -4.96
H -1.42 0.56 -6.55
C 0.35 1.79 -6.70
C 1.55 2.16 -6.10
H 2.89 1.81 -4.41
H -0.02 2.37 -7.54
H 2.15 2.99 -6.50
Si -0.35 0.24 -1.85
Cl 1.63 -2.34 1.27
C -1.90 -0.24 -2.79
C 0.03 2.05 -2.08
C -0.82 -0.16 -0.12
H -1.98 0.24 -3.77
H -2.75 0.11 -2.18
H -1.97 -1.33 -2.89
H -0.74 -1.22 0.09
H -1.82 0.21 0.20
H -0.04 0.46 0.39
H 0.44 2.25 -3.08
H 0.77 2.38 -1.34
H -0.88 2.66 -1.97
N -2.43 0.10 5.78
C -1.78 -0.14 4.62
N -0.47 0.06 4.76
C -0.25 0.47 6.08
C 0.90 0.85 6.77
C 0.78 1.17 8.13
C -0.48 1.20 8.76
C -1.65 0.88 8.05
C -1.49 0.50 6.73
H -3.42 0.00 5.94
H -2.29 -0.42 3.71
H 1.84 0.89 6.23
H 1.66 1.41 8.72
H -0.56 1.46 9.81
H -2.65 0.90 8.47

=====

3.
91
Properties=species:S:1:pos:R:3 method="wB97M-V/def2-TZVPD" total_charge=+1 lumo_energy_ev=-2.693 mol_weight_g_mol=757.67
C 3.23 -2.86 1.35
C 1.74 -2.53 1.42
C 1.48 -1.12 1.98
C 1.45 -0.03 0.91
O 0.32 0.85 1.04
C -0.80 0.62 0.24
N -1.04 -0.81 0.16
C -0.97 -1.49 -0.83
S -0.91 -2.37 -2.10
C -1.97 1.36 0.88
C -3.21 1.58 0.00
C -4.09 0.31 -0.17
C -4.91 0.15 1.12
C -5.06 0.36 -1.37
C -4.62 -0.41 -2.62
C -2.74 2.24 -1.31
C -1.67 1.40 -2.00
N -0.48 1.20 -1.12
P 0.38 2.91 -0.79
C 2.07 2.33 -1.17
O 0.00 3.63 -2.19
H 3.68 -2.69 2.33
H 3.41 -3.89 1.06
H 3.72 -2.19 0.63
H 1.30 -2.62 0.42
H 1.23 -3.26 2.05
H 0.52 -1.11 2.49
H 2.26 -0.88 2.71
H 1.50 -0.47 -0.10
H 2.32 0.61 1.00
H -2.23 0.77 1.76
H -1.58 2.32 1.23
H -3.82 2.30 0.53
H -3.48 -0.60 -0.25
H -5.27 -0.87 1.24
H -5.77 0.82 1.10
H -4.33 0.42 2.01
H -5.99 -0.08 -1.02
H -5.30 1.39 -1.62
H -4.28 0.24 -3.42
H -3.78 -1.08 -2.40
H -5.42 -1.04 -3.02
H -3.55 2.36 -2.02
H -2.37 3.24 -1.08
H -1.37 1.80 -2.96
H -2.10 0.41 -2.21
H 0.22 0.65 -1.61
H 2.11 1.30 -1.54
H 2.67 2.43 -0.27
H 2.51 2.99 -1.92
H 0.73 3.72 -2.82
C 0.44 0.49 -5.99
C -0.08 0.26 -7.40
O -1.28 -0.45 -7.16
C -1.75 -0.10 -5.94
O -2.83 -0.32 -5.53
O -0.78 0.54 -5.24
F 0.76 -0.51 -8.13
H 1.04 -0.36 -5.66
H 1.00 1.41 -5.88
H -0.30 1.16 -7.96
C 2.42 -6.24 4.18
C 3.43 -7.27 4.65
O 4.59 -6.90 3.93
C 4.52 -5.58 3.64
O 5.41 -4.91 3.25
O 3.26 -5.12 3.87
F 3.08 -8.53 4.33
H 1.92 -6.59 3.27
H 1.68 -5.97 4.93
H 3.65 -7.23 5.72
C 6.55 1.65 0.45
C 5.96 0.77 -0.63
O 5.58 1.72 -1.61
C 6.39 2.82 -1.48
O 6.48 3.68 -2.28
O 7.06 2.75 -0.31
F 4.85 0.11 -0.21
H 5.78 2.00 1.13
H 7.35 1.18 1.01
H 6.65 0.05 -1.07
C -3.68 2.98 5.21
C -3.00 3.40 3.92
O -3.93 3.00 2.94
C -5.18 3.00 3.52
O -6.19 2.95 2.91
O -5.06 3.09 4.86
F -1.83 2.74 3.72
H -3.44 1.95 5.45
H -3.45 3.62 6.06
H -2.82 4.47 3.82